# 1
C28H38N4P2Re | wB97M-V/def2-TZVPD

XYZ file:
```
73
Properties=species:S:1:pos:R:3:forces:R:3:lowdin_spin:R:1
Re -0.02173 1.46649 -1.00599 -1.322 -0.061 6.756 1.371
C -1.57497 1.78206 -2.20026 -1.115 -0.292 -0.791 0.019
C -1.22050 0.36097 -2.13101 -1.312 -1.728 -1.738 0.052
C -0.43781 -0.23740 -3.27617 -0.242 -0.353 -0.592 0.020
C 0.93561 0.43262 -3.49603 0.378 -0.587 -0.869 0.021
C 1.42598 1.24852 -2.33103 1.338 -0.145 -0.472 0.056
C 1.09383 2.65338 -2.07493 1.279 1.017 -1.462 0.063
C 0.18207 3.43825 -2.97323 0.277 0.473 -0.629 0.009
C -1.11107 2.67811 -3.30476 -0.452 0.814 -0.902 0.006
C 0.33977 2.39885 0.82336 0.452 0.446 0.270 0.079
H -2.59867 1.97703 -1.88514 0.269 0.065 0.580 0.003
H -1.97342 -0.29653 -1.69965 -0.189 0.198 -0.262 0.005
H -1.02398 -0.17396 -4.20876 0.151 -0.170 0.250 0.002
H -0.30433 -1.30608 -3.06556 0.020 0.063 -0.218 0.000
H 1.66502 -0.37845 -3.61633 -0.051 0.231 -0.364 0.002
H 0.94985 1.03596 -4.41498 0.020 -0.278 0.176 0.002
H 2.41538 0.95451 -1.98540 0.038 0.072 -0.142 0.014
H 1.87894 3.22008 -1.59583 0.199 0.338 0.075 0.021
H 0.70771 3.69276 -3.90078 -0.108 0.144 0.030 -0.002
H -0.04876 4.38215 -2.46508 -0.036 -0.132 -0.131 0.001
H -1.88624 3.42998 -3.47181 0.038 -0.117 -0.200 0.000
H -1.02797 2.11188 -4.23362 0.096 0.093 -0.062 -0.001
H -0.23878 3.31521 0.59132 0.355 0.048 0.482 0.012
H 1.40496 2.62581 0.96294 -0.444 0.394 0.272 0.020
H -0.04070 1.91598 1.72888 0.315 0.417 -0.262 0.004
P 1.60166 -0.45887 0.61469 2.311 -0.156 1.586 0.056
P -1.65300 -1.12130 1.11265 -2.871 1.720 0.173 0.041
N 3.42346 0.10087 0.07117 -0.493 -0.433 -0.373 0.043
N 2.28882 -1.47433 1.89043 -0.388 0.625 0.224 0.012
N -2.89850 0.42781 0.66599 1.033 -1.490 0.245 0.029
N -2.84070 -2.22734 1.64375 0.752 0.216 -0.839 0.002
C 0.89438 -1.79766 -0.36894 0.497 -0.189 -1.099 0.019
C -0.56540 -2.18794 0.01054 0.051 0.325 -0.423 0.027
C 3.78794 1.44617 0.02845 -1.090 -1.670 -0.166 0.345
C 5.12122 1.55434 -0.36659 1.661 -1.377 -0.512 0.108
C 5.61778 0.23354 -0.51380 0.290 2.365 -0.046 0.132
C 4.55453 -0.63760 -0.24790 -1.844 0.635 0.709 0.340
C 2.99925 -0.85893 2.93841 0.143 -0.880 -0.086 0.001
C 3.79084 -1.80917 3.54917 -0.268 0.673 -0.195 0.001
C 3.55983 -3.06368 2.90200 -0.933 0.508 -0.919 0.000
C 2.61790 -2.83685 1.90899 0.743 0.029 0.440 0.002
C -2.71280 1.77499 0.99140 0.177 0.911 -0.184 0.006
C -3.69245 2.56831 0.39709 0.913 -0.753 0.519 0.000
C -4.52908 1.69560 -0.33650 0.887 -1.189 0.106 0.003
C -4.01309 0.40864 -0.15755 -0.596 0.199 -0.846 0.000
C -4.03249 -2.56724 0.97346 -0.589 -0.538 0.970 0.000
C -4.84973 -3.22641 1.87657 0.967 0.715 -0.935 0.000
C -4.13630 -3.33842 3.10516 0.867 0.244 -0.074 0.000
C -2.89094 -2.77871 2.93381 -0.981 0.060 0.307 0.000
H 1.56416 -2.66503 -0.33510 -0.485 -0.007 -0.037 0.001
H 0.92512 -1.45422 -1.40985 -0.167 0.028 0.170 0.006
H -1.14304 -2.31563 -0.91813 0.105 -0.014 0.261 0.000
H -0.54391 -3.17565 0.50159 -0.328 0.451 0.235 0.004
H 3.05149 2.20379 0.24663 0.146 0.050 -0.026 0.014
H 5.64371 2.48827 -0.55993 -0.050 -0.330 0.223 0.001
H 6.63085 -0.05577 -0.77025 -0.235 0.045 -0.006 0.002
H 4.52630 -1.71125 -0.22282 0.037 -0.233 -0.050 0.013
H 2.82244 0.18692 3.14562 0.237 -0.029 0.030 0.000
H 4.47086 -1.62297 4.37668 -0.268 -0.075 -0.209 0.000
H 4.02526 -4.01484 3.12313 -0.178 0.126 0.072 0.000
H 2.09879 -3.52382 1.26178 0.277 -0.134 0.054 0.000
H -1.93788 2.10602 1.64790 0.010 -0.082 0.212 0.000
H -3.75674 3.65752 0.46003 -0.011 -0.563 0.186 0.000
H -5.35541 1.97114 -0.98209 0.033 -0.227 0.287 0.000
H -4.37454 -0.50221 -0.60078 0.000 0.118 0.041 0.000
H -4.17150 -2.34251 -0.07186 -0.026 -0.043 0.185 0.000
H -5.84423 -3.58836 1.67283 0.051 -0.017 -0.033 0.000
H -4.51226 -3.77738 4.01877 0.179 -0.084 -0.134 0.000
H -2.03691 -2.70518 3.58879 -0.235 -0.056 0.085 0.000
C -0.86524 -0.50492 2.59549 -0.019 0.041 0.825 0.009
H 0.05667 -1.05448 2.81696 -0.156 -0.059 -0.139 0.000
H -1.58263 -0.72856 3.40641 0.258 0.364 -0.321 0.001
H -0.62470 0.57511 2.61563 -0.370 -0.770 -0.290 0.001
```
Positions in Å, forces in eV/Å.

As for the charge: +2. As for the spin multiplicity: 4. The relative energy (zero: lowest compared OMol25 entry of this formula, charge and spin) comes out at 83.1 kJ/mol.

# 2
C28H38O27 | wB97M-V/def2-TZVPD

XYZ file:
```
93
Properties=species:S:1:pos:R:3:forces:R:3:lowdin_charge:R:1
C 10.16125 -7.90442 12.74172 1.233 -1.352 2.556 -0.066
C 10.76182 -8.40125 14.08599 -1.590 0.544 -0.796 -0.080
O 12.12801 -8.21416 13.90642 2.188 -0.291 -0.557 0.097
C 12.45160 -8.08608 12.55959 2.195 1.817 1.147 -0.507
O 13.52184 -7.98615 12.01430 -1.633 -0.792 1.652 0.224
O 11.32830 -7.85492 11.90314 1.131 0.901 2.557 -0.154
H 9.70173 -6.91886 12.81666 0.184 -1.380 0.957 0.121
H 9.52487 -8.68637 12.32738 1.089 2.495 2.470 0.067
H 10.50808 -9.44464 14.27325 0.288 -0.054 0.090 0.129
H 10.32164 -7.78273 14.86814 0.649 -0.042 0.354 0.141
C 7.68396 -5.01527 7.90788 0.007 -1.009 0.525 -0.097
C 8.97885 -5.50155 7.16162 -5.293 2.976 1.030 -0.165
O 9.68627 -4.29558 7.06843 -0.156 1.241 -0.560 0.037
C 9.18331 -3.34829 7.83222 -0.901 5.615 0.013 -0.489
O 9.51121 -2.14813 7.86085 -1.610 -4.863 -1.293 0.124
O 8.07859 -3.83812 8.52641 1.339 1.386 0.144 0.056
H 7.43605 -5.70493 8.71473 -0.309 -0.160 -0.152 0.100
H 6.76302 -4.82411 7.35703 0.182 -0.139 -0.562 0.134
H 8.62232 -5.89658 6.21035 0.180 0.215 -0.362 0.165
H 9.46227 -6.29394 7.73304 -0.957 3.960 -0.905 -0.017
C 11.19063 -5.91032 6.39055 1.271 -2.846 -3.142 -0.099
C 11.98961 -6.93279 5.56034 -0.046 2.192 -3.510 -0.051
O 13.33076 -6.78852 6.15458 -0.640 -0.703 -2.452 0.147
C 13.06350 -6.58555 7.39264 3.565 -1.351 4.821 -0.609
O 13.81099 -6.86563 8.34933 -1.711 0.877 -2.242 0.125
O 11.84326 -6.17497 7.59624 -0.550 3.229 1.606 0.039
H 10.16595 -6.23786 6.56616 2.631 -0.709 -1.773 0.059
H 11.09613 -4.91839 5.94869 1.349 -0.131 0.550 0.166
H 11.96913 -6.68892 4.49817 0.751 0.298 0.006 0.134
H 11.57794 -7.92629 5.73808 1.444 1.503 -2.556 0.076
C 10.70486 -5.88752 10.01612 0.537 0.011 -0.943 -0.134
C 10.51990 -5.58962 11.46380 1.072 1.557 -0.101 -0.107
O 10.44041 -4.19072 11.47380 -1.543 0.586 0.870 0.138
C 10.53857 -3.73404 10.22698 1.988 4.846 -1.252 -0.534
O 10.48931 -2.57164 9.86224 0.110 -2.473 2.855 0.150
O 11.00330 -4.65889 9.39306 -0.370 -0.758 0.514 0.121
H 9.74950 -6.25598 9.64245 1.332 1.408 0.065 0.105
H 11.53710 -6.58806 9.94740 0.024 0.499 -0.954 0.154
H 11.43457 -5.86430 11.98919 -0.492 0.453 0.414 0.166
H 9.64425 -6.11821 11.84054 0.052 1.883 -0.726 0.111
C 5.48859 -9.48408 11.43740 -4.001 3.126 0.202 -0.096
C 5.72932 -8.60088 10.23249 -0.713 -0.747 -1.100 -0.013
O 7.12676 -8.48968 10.31161 -2.534 -0.417 5.142 -0.050
C 7.60377 -9.40984 11.14721 0.552 0.653 0.800 -0.404
O 8.77291 -9.49985 11.47796 -14.553 -3.185 -0.769 -0.048
O 6.63883 -10.15035 11.62349 1.867 -2.113 0.487 0.141
H 4.56483 -10.06226 11.41584 0.495 -0.368 -0.046 0.168
H 5.43946 -8.74250 12.23475 -0.571 -0.236 0.612 0.153
H 5.33743 -7.58409 10.25836 -0.404 -0.381 0.005 0.167
H 5.62273 -9.10284 9.27084 -1.023 0.234 -0.064 0.139
C 8.83181 -7.83244 9.35239 0.673 0.950 0.401 -0.108
C 9.95548 -8.24916 10.24126 -0.542 4.859 -3.198 -0.182
O 10.85252 -8.80082 9.27080 -5.144 7.314 -4.159 -0.025
C 10.52939 -8.24551 8.03088 3.515 -0.663 0.540 -0.374
O 11.24249 -8.30494 7.04060 -5.199 -3.657 6.122 0.044
O 9.48937 -7.46375 8.18068 -0.343 -6.046 -0.546 0.046
H 8.24042 -6.99467 9.72182 0.619 0.188 -0.376 0.155
H 8.08596 -8.61721 9.22606 3.786 3.430 -1.537 0.042
H 9.57766 -8.91183 11.01987 3.245 3.466 -4.555 -0.105
H 10.41917 -7.45130 10.82136 -1.561 -1.032 -2.910 0.064
C 12.48271 -10.31950 7.81040 2.159 1.968 0.723 -0.026
C 12.36145 -10.00920 9.31768 1.499 -2.115 -1.264 -0.235
O 13.13660 -10.98127 9.86678 2.046 -2.280 1.798 0.056
C 13.99679 -11.55480 8.99951 0.892 -1.569 3.020 -0.549
O 14.85725 -12.33011 9.38450 -1.414 1.498 -1.654 0.135
O 13.66977 -11.13595 7.81263 -0.301 -0.848 -2.753 0.115
H 12.79655 -9.42139 7.27843 0.049 -0.792 -0.017 0.124
H 11.54056 -10.65550 7.37731 0.510 -1.129 -0.237 0.137
H 11.32056 -10.15077 9.60855 3.803 -2.491 -0.761 0.075
H 12.78695 -9.06287 9.65162 0.008 -0.053 -0.208 0.159
C 7.55269 -11.55790 8.40827 0.841 0.351 1.305 -0.052
C 7.64961 -10.10081 7.97010 0.411 -2.182 -1.132 -0.082
O 6.45654 -9.98098 7.22213 0.714 1.351 -0.461 0.084
C 5.66307 -11.04626 7.46835 -4.120 3.182 -3.249 -0.648
O 4.57289 -11.10328 6.95981 0.931 -0.559 0.543 0.173
O 6.15573 -11.75937 8.37299 1.219 -3.687 2.490 0.140
H 7.83133 -11.63464 9.45926 -0.584 -0.390 -1.257 0.079
H 8.13047 -12.28319 7.83536 -0.353 -0.022 -0.246 0.161
H 8.49797 -9.95852 7.30066 0.041 0.310 0.094 0.158
H 7.74649 -9.45834 8.84529 -1.371 -2.587 -2.299 0.057
C 10.85717 -10.28100 11.40173 0.276 -3.180 1.528 0.045
C 9.75951 -10.96293 12.22950 2.120 -1.508 1.200 -0.277
C 8.77700 -11.82843 11.45948 -0.195 -1.399 1.351 -0.074
O 9.20939 -13.13440 11.77482 0.015 -0.422 -0.974 0.085
C 10.18794 -13.13840 12.73392 -0.552 -0.724 -0.759 -0.523
O 10.62902 -14.17683 13.11256 0.279 1.069 0.463 0.181
O 10.45479 -11.86706 13.06765 0.416 -1.386 1.149 0.121
H 11.58869 -10.97580 10.98913 -0.590 -0.691 1.272 0.129
H 11.40906 -9.62674 12.07661 -0.350 -1.625 -0.836 0.115
H 10.45183 -9.73437 10.55027 0.954 -2.398 2.451 0.065
H 9.19130 -10.23364 12.80690 1.386 -2.198 2.063 0.145
H 8.65769 -11.61928 10.39641 1.773 -0.397 0.833 0.094
H 7.74350 -11.79760 11.80450 0.336 0.087 0.415 0.143
```
Positions in Å, forces in eV/Å.

As for the charge: 0. The relative energy (zero: lowest compared OMol25 entry of this formula, charge and spin) comes out at 3200.0 kJ/mol.

# 3
C28H39AuCl2F5N2O3Si | wB97M-V/def2-TZVPD

XYZ file:
```
81
Properties=species:S:1:pos:R:3:forces:R:3:lowdin_spin:R:1
Au -0.69426 -0.38691 0.24427 -1.285 -0.822 -0.511 0.516
C 1.22436 0.51967 -3.41871 0.038 -0.143 -0.013 0.002
C 2.25214 -0.61056 -3.25993 -0.221 -0.089 0.265 0.004
C 1.62162 -1.88456 -2.69548 0.076 0.088 -0.088 0.003
C 3.42177 -0.06997 -2.46168 -0.109 0.000 0.125 0.043
C 4.60871 0.15342 -3.14746 0.149 0.057 -0.004 -0.005
C 5.67361 0.82829 -2.57617 -0.037 0.016 0.051 0.045
C 5.51313 1.40582 -1.32702 0.110 0.011 -0.136 -0.004
C 4.36617 1.19446 -0.58151 -0.321 -0.315 0.114 0.039
C 4.10939 2.08181 0.62976 0.041 0.171 -0.161 0.000
C 3.44047 3.35576 0.09130 -0.051 -0.072 0.150 0.002
C 5.35984 2.39751 1.44872 -0.098 -0.108 -0.001 0.001
C 3.35121 0.32661 -1.09950 1.047 0.113 -0.288 0.006
N 2.32626 -0.11057 -0.28114 -0.846 0.269 0.298 0.222
C 2.63526 -0.45866 0.92667 0.491 -0.175 -0.376 -0.036
C 1.76860 -0.61375 2.03152 -0.744 0.134 0.109 0.248
C 2.23030 -0.87931 3.36156 0.017 0.038 0.304 0.048
C 1.15502 -0.73897 4.17270 0.631 -0.266 0.221 0.148
C 0.02581 -0.41038 3.33246 -0.409 0.265 -0.637 0.190
N 0.40200 -0.34901 2.06643 0.950 -0.020 0.224 0.057
C -1.34486 -0.11870 3.87288 -0.218 0.006 -0.025 0.020
C -2.39534 0.12332 2.79009 0.093 -0.058 0.008 -0.002
C -1.78102 -1.30719 4.74552 0.157 -0.025 -0.098 0.012
C -1.21454 1.15913 4.72508 0.130 -0.019 -0.096 0.016
H 0.41764 0.20320 -4.08045 -0.017 0.017 -0.043 0.000
H 1.70328 1.41012 -3.83323 -0.070 -0.003 -0.017 0.000
H 0.77533 0.78238 -2.46489 -0.078 0.063 0.177 0.000
H 2.63803 -0.84761 -4.25714 0.060 0.030 0.048 0.000
H 1.33378 -1.74030 -1.66107 -0.110 -0.045 0.131 0.000
H 2.32367 -2.72045 -2.75266 -0.050 -0.018 0.033 0.000
H 0.71781 -2.13490 -3.25068 0.007 -0.062 -0.055 0.000
H 4.69116 -0.19835 -4.16874 -0.037 -0.038 -0.001 -0.001
H 6.60398 0.94810 -3.11693 -0.029 0.051 -0.045 0.003
H 6.29334 2.04770 -0.93776 -0.016 -0.015 0.020 -0.001
H 3.39128 1.61930 1.29731 -0.016 -0.004 0.039 -0.001
H 4.10604 3.87839 -0.59911 0.012 0.018 0.013 0.000
H 3.16218 4.03097 0.90407 0.041 -0.009 -0.004 0.000
H 2.53464 3.08082 -0.44784 -0.101 0.095 -0.057 0.000
H 6.02729 3.08143 0.92192 0.028 -0.012 0.017 0.000
H 5.91149 1.48437 1.68316 0.048 0.038 0.015 0.000
H 5.07387 2.87088 2.38897 0.010 0.054 -0.016 0.000
H 3.69187 -0.62271 1.16594 0.007 0.049 0.102 -0.003
H 3.24483 -1.10659 3.64927 0.014 -0.023 -0.077 -0.001
H 1.13281 -0.87875 5.24118 -0.053 0.076 0.009 0.006
H -2.56164 -0.77262 2.19084 -0.069 0.133 0.072 -0.001
H -2.08672 0.94503 2.14640 -0.053 0.082 -0.020 0.000
H -3.34156 0.39980 3.26070 0.012 -0.019 0.049 0.000
H -1.87732 -2.20352 4.13050 -0.042 -0.004 0.048 0.000
H -2.74696 -1.08926 5.20250 -0.005 0.019 0.007 0.002
H -1.05765 -1.51105 5.53740 -0.066 -0.009 0.065 0.001
H -0.95449 1.99785 4.07782 0.012 0.019 0.016 0.000
H -0.44573 1.05206 5.49378 -0.042 0.022 0.054 0.001
H -2.16930 1.37120 5.20924 -0.012 -0.039 0.017 0.003
Cl -0.34364 4.35377 -1.77848 0.115 0.032 -0.044 0.000
C -0.80693 4.16587 -0.08281 0.080 -0.435 0.216 0.005
Cl -2.54418 4.49159 0.11332 -0.185 0.060 0.029 0.001
C -0.51724 2.73715 0.51244 0.152 0.269 -0.357 0.004
O -0.44759 2.71874 1.74268 -0.002 -0.073 0.088 0.000
O -0.39690 1.81435 -0.33211 0.004 0.110 0.226 0.054
H -0.28372 4.91304 0.50312 0.022 -0.006 -0.049 0.000
F -1.50555 -3.19162 -0.68878 0.150 0.034 -0.054 0.025
C -1.22209 -2.59020 0.50100 0.224 0.559 -0.256 0.166
F -2.36038 -2.74869 1.26580 -0.075 -0.037 0.084 0.021
C -0.17491 -3.47626 1.17168 0.169 -0.339 0.056 0.022
F -0.09148 -3.21042 2.49240 0.040 -0.024 -0.097 0.003
F 1.05140 -3.28547 0.64490 -0.152 0.052 0.017 0.003
F -0.42633 -4.80257 1.06443 -0.037 0.227 0.048 0.010
C -4.87799 0.05612 -0.38953 0.312 -0.309 -0.018 -0.001
Si -3.58028 -0.11547 -1.77210 -0.986 0.753 -0.726 0.010
C -3.71508 1.54295 -2.72648 0.144 -0.573 0.298 0.002
C -4.17994 -1.45302 -2.98752 0.022 0.087 0.366 0.003
O -2.10353 -0.41181 -1.31386 1.018 -0.184 0.314 0.088
H -5.87433 0.23863 -0.80017 0.002 0.004 -0.035 0.000
H -4.62542 0.88790 0.27315 0.032 0.028 -0.019 0.000
H -4.91734 -0.85323 0.21811 -0.049 0.013 0.024 0.000
H -4.64347 1.60978 -3.29951 -0.008 0.026 -0.017 0.000
H -2.86228 1.62669 -3.40408 -0.036 0.097 -0.045 0.000
H -3.67599 2.37023 -2.01689 0.049 0.119 -0.035 0.000
H -5.19079 -1.24355 -3.34811 -0.013 0.004 -0.007 0.001
H -4.18512 -2.42745 -2.49188 0.002 -0.035 -0.050 0.000
H -3.51271 -1.51670 -3.84969 0.031 0.021 0.011 0.000
```
Positions in Å, forces in eV/Å.

Its total energy is -3270.5739 Eh. As for the charge: -1. As for the spin multiplicity: 3.